{"formula": "C6H14", "method": "the ωB97M-V functional and the def2-TZVPD basis", "symbols": ["C", "C", "C", "C", "C", "C", "H", "H", "H", "H", "H", "H", "H", "H", "H", "H", "H", "H", "H", "H"], "xyz": [[-1.10, 0.97, -1.71], [-1.36, 1.17, -0.28], [-0.31, 0.27, 0.51], [-0.33, -0.29, 1.82], [0.61, -0.42, -0.48], [2.13, -0.53, -0.13], [-0.92, 1.90, -2.24], [0.05, 0.30, -1.63], [-1.69, 0.25, -2.25], [-2.38, 0.95, 0.04], [-1.30, 2.18, 0.06], [0.35, 1.03, 1.04], [-0.78, -1.27, 1.98], [-0.44, 0.29, 2.73], [0.16, -4.54, 1.95], [0.70, -5.00, 2.15], [0.32, -1.44, -0.75], [2.07, -0.24, 0.92], [2.50, -1.53, -0.25], [2.77, 0.26, -0.56]], "e_tot_ha": -236.7205, "max_force_ev_per_a": 3.7, "de_lowest_kcal_mol": 182.57, "gap_ev": 6.03, "homo_ev": -6.7, "e_lumo_ev": -0.72}

---

{"formula": "C5H6ClNO3", "method": "the ωB97M-V functional and the def2-TZVPD basis", "symbols": ["C", "C", "O", "O", "N", "C", "O", "C", "C", "Cl", "H", "H", "H", "H", "H", "H"], "xyz": [[-2.95, -0.56, -0.14], [-1.52, -0.26, -0.49], [-1.01, -0.30, -1.56], [-0.84, 0.07, 0.65], [0.50, 0.37, 0.48], [1.17, 1.39, -0.14], [0.82, 2.44, -0.58], [2.49, 0.62, 0.05], [1.63, -0.49, 0.67], [1.57, -2.00, -0.30], [-3.01, -1.61, 0.16], [-3.27, 0.06, 0.68], [-3.57, -0.41, -1.02], [2.97, 0.36, -0.89], [3.20, 1.10, 0.72], [1.82, -0.78, 1.70]], "e_tot_ha": -934.7492, "max_force_ev_per_a": 1.1, "de_lowest_kcal_mol": 0.00, "gap_ev": 11.04, "smiles": "CC(=O)ON1C(=O)C[C@@H]1Cl", "homo_ev": -10.3, "e_lumo_ev": 0.72}

---

{"formula": "C13H17N3O5", "method": "the ωB97M-V functional and the def2-TZVPD basis", "symbols": ["N", "C", "O", "C", "C", "N", "C", "O", "N", "C", "C", "C", "C", "C", "C", "O", "C", "C", "C", "O", "O", "H", "H", "H", "H", "H", "H", "H", "H", "H", "H", "H", "H", "H", "H", "H", "H", "H"], "xyz": [[-3.26, 1.63, -0.16], [-3.65, 0.42, -0.54], [-4.78, -0.05, -0.32], [-2.55, -0.47, -1.23], [-2.57, -1.73, -0.21], [-3.69, -2.56, -0.40], [-2.45, -1.37, 1.22], [-3.39, -1.67, 2.02], [-1.37, -0.53, 1.54], [0.04, -0.54, 1.06], [0.54, 0.84, 0.79], [1.93, 1.04, -0.02], [2.07, 0.51, -1.30], [3.26, 0.59, -2.02], [4.32, 1.13, -1.37], [5.47, 1.35, -2.17], [4.25, 1.75, -0.11], [3.05, 1.70, 0.52], [0.95, -1.36, 2.11], [0.67, -1.62, 3.24], [2.00, -1.84, 1.43], [-4.08, 2.20, 0.07], [-2.49, 2.10, -0.57], [-2.75, -0.87, -2.24], [-1.60, 0.12, -1.18], [-1.63, -2.26, -0.49], [-4.49, -2.11, -0.78], [-3.97, -2.82, 0.55], [-1.37, -0.28, 2.53], [-0.13, -1.00, 0.10], [0.54, 1.51, 1.72], [-0.14, 1.46, 0.16], [1.24, -0.16, -1.59], [3.47, 0.27, -3.04], [6.32, 1.53, -1.75], [5.14, 2.21, 0.36], [3.11, 2.18, 1.42], [2.01, -1.30, 0.68]], "e_tot_ha": -1046.0214, "max_force_ev_per_a": 4.4, "de_lowest_kcal_mol": 77.98, "gap_ev": 9.05, "smiles": "NC(=O)C[C@H](N)C(=O)N[C@@H](Cc1ccc(O)cc1)C(=O)O", "homo_ev": -8.8, "e_lumo_ev": 0.24}

---

{"formula": "C5H11NOS", "method": "the ωB97M-V functional and the def2-TZVPD basis", "symbols": ["C", "C", "C", "C", "S", "N", "C", "O", "H", "H", "H", "H", "H", "H", "H", "H", "H", "H", "H"], "xyz": [[-0.71, -1.36, 1.49], [0.05, -0.38, 0.56], [-0.61, -0.50, -0.86], [0.06, 0.40, -1.84], [1.78, -0.28, -2.30], [-0.05, 0.95, 1.11], [0.84, 1.97, 1.05], [0.76, 2.92, 1.80], [0.04, -1.88, 2.08], [-1.45, -0.89, 2.13], [-1.40, -2.01, 0.94], [1.12, -0.61, 0.55], [-0.78, -1.53, -1.18], [-1.63, -0.11, -0.58], [0.31, 1.39, -1.50], [-0.43, 0.44, -2.81], [1.29, -1.49, -2.65], [-0.78, 1.12, 1.79], [1.60, 1.85, 0.25]], "e_tot_ha": -725.2840, "max_force_ev_per_a": 3.0, "de_lowest_kcal_mol": 25.65, "gap_ev": 10.02, "smiles": "C[C@@H](CCS)NC=O", "homo_ev": -9.3, "e_lumo_ev": 0.72}

---

{"formula": "C17H14N2O5RuS2", "method": "the ωB97M-V functional and the def2-TZVPD basis", "symbols": ["Ru", "O", "S", "O", "O", "O", "N", "C", "C", "C", "C", "C", "C", "C", "C", "C", "C", "C", "C", "H", "H", "H", "H", "H", "H", "H", "H", "H", "H", "O", "N", "C", "C", "C", "C", "C", "S", "H", "H", "H", "H"], "xyz": [[0.28, 1.15, -0.83], [1.26, 3.96, -3.31], [1.08, 2.82, -2.46], [0.14, 1.76, -2.99], [0.33, 3.18, -1.14], [2.30, 2.11, -2.03], [-1.18, 1.94, 0.73], [-1.46, 0.97, 1.71], [-1.18, 1.20, 3.05], [-1.36, 0.19, 3.98], [-1.83, -1.05, 3.57], [-2.10, -1.27, 2.23], [-1.92, -0.28, 1.28], [-2.20, -0.51, -0.16], [-3.33, -1.28, -0.48], [-3.64, -1.60, -1.79], [-2.80, -1.15, -2.80], [-1.69, -0.37, -2.49], [-1.37, -0.01, -1.18], [-0.79, 2.80, 1.09], [-1.96, 2.14, 0.11], [-0.80, 2.16, 3.35], [-1.13, 0.37, 5.02], [-1.96, -1.85, 4.29], [-2.43, -2.25, 1.90], [-3.98, -1.61, 0.33], [-4.52, -2.19, -2.01], [-3.01, -1.39, -3.83], [-1.06, -0.02, -3.30], [0.93, -0.82, -0.52], [2.27, -0.79, -0.35], [2.98, -1.69, -1.05], [4.33, -1.81, -0.88], [4.96, -0.96, 0.03], [4.22, -0.03, 0.71], [2.83, 0.10, 0.52], [1.85, 1.25, 1.28], [2.38, -2.28, -1.72], [4.88, -2.54, -1.46], [6.03, -1.01, 0.19], [4.68, 0.66, 1.41]], "e_tot_ha": -2033.2341, "max_force_ev_per_a": 0.9, "total_charge": -1, "de_lowest_kcal_mol": 46.44, "spin_multiplicity": 2, "s2": 0.76, "gap_ev": [6.97, 7.45], "homo_ev": [-4.1, -4.6], "e_lumo_ev": [2.87, 2.86]}